The following is a DFT calculation (ωB97M-V/def2-TZVPD) of a cluster of 12 separate species, C40H45Cl10N7 in total.

Values from the calculation:
Orbital gap (spin up / spin down) ... 1.72 / 6.20 eV
2S+1 ... 2
HOMO (spin up / spin down) ... -0.0042 / -0.1689 hartree
Net charge ... -1

Each line ends with the Mulliken spin population.
Element x y z (Å)
N  1.818  4.974  3.802  0.0005
C  1.064  4.591  4.882  0.0002
C  0.093  3.569  4.858  -0.0032
C  -0.146  2.925  3.627  -0.0180
C  0.550  3.326  2.488  -0.0215
C  1.501  4.345  2.629  0.0039
H  1.207  5.067  5.841  -0.0002
H  -0.500  3.167  5.666  0.0003
H  -0.939  2.203  3.503  0.0371
H  0.403  2.818  1.546  -0.0010
H  2.027  4.677  1.747  -0.0003
N  -3.725  -5.356  -2.278  0.0010
C  -4.808  -5.059  -1.458  0.0090
C  -4.950  -3.778  -0.902  -0.0060
C  -4.051  -2.763  -1.227  0.0255
C  -2.998  -3.022  -2.133  -0.0371
C  -2.834  -4.361  -2.604  0.0039
H  -5.546  -5.835  -1.318  0.0006
H  -5.838  -3.527  -0.340  -0.0085
H  -4.258  -1.825  -0.733  0.0224
H  -2.341  -2.191  -2.345  0.0070
H  -1.885  -4.526  -3.092  0.0008
N  4.474  -2.100  -0.664  0.0004
C  4.733  -2.237  0.663  0.0006
C  4.899  -3.495  1.259  -0.0003
C  4.884  -4.621  0.406  0.0000
C  4.761  -4.426  -0.996  -0.0002
C  4.572  -3.164  -1.493  0.0001
H  4.871  -1.314  1.206  -0.0002
H  4.966  -3.663  2.323  -0.0001
H  5.000  -5.608  0.827  0.0000
H  4.811  -5.281  -1.655  0.0000
H  4.455  -2.907  -2.536  0.0001
N  -5.045  -2.179  1.950  0.2838
C  -3.961  -1.840  2.695  0.0864
C  -3.727  -0.616  3.265  -0.0584
C  -4.715  0.370  3.012  0.4726
C  -5.809  0.137  2.186  -0.1427
C  -5.939  -1.112  1.683  0.2138
H  -3.330  -2.696  2.884  0.0015
H  -2.872  -0.415  3.895  -0.0006
H  -4.559  1.403  3.289  0.0562
H  -6.472  0.898  1.803  -0.0242
H  -6.832  -1.418  1.158  0.0521
N  1.762  -5.383  -2.224  0.0002
C  1.224  -4.770  -3.298  0.0000
C  0.642  -3.498  -3.170  0.0015
C  0.497  -2.902  -1.904  0.0013
C  0.961  -3.649  -0.757  0.0022
C  1.498  -4.880  -0.979  0.0002
H  1.344  -5.252  -4.256  -0.0001
H  0.289  -3.084  -4.103  0.0002
H  -0.027  -1.962  -1.818  -0.0014
H  0.704  -3.241  0.210  -0.0012
H  1.910  -5.393  -0.123  -0.0002
N  1.126  4.844  -5.746  0.0004
C  -0.190  5.267  -5.771  -0.0009
C  -1.193  4.756  -4.901  0.0039
C  -0.758  3.893  -3.934  -0.0145
C  0.511  3.418  -3.872  0.0044
C  1.406  3.903  -4.825  -0.0003
H  -0.416  5.969  -6.560  0.0000
H  -2.202  5.121  -5.023  0.0007
H  -1.578  3.488  -3.361  0.0048
H  0.847  2.625  -3.221  -0.0016
H  2.407  3.497  -4.822  -0.0001
N  -0.693  -0.780  1.668  0.0362
C  -1.426  -0.058  0.746  0.0416
C  -0.783  0.635  -0.294  -0.0390
C  0.591  0.588  -0.405  0.0007
C  1.366  -0.162  0.474  0.0065
C  0.647  -0.892  1.476  0.0085
H  -2.503  -0.087  0.822  -0.0175
H  -1.314  1.190  -1.053  -0.0106
H  1.125  1.232  -1.088  0.0003
H  2.441  -0.206  0.379  -0.0027
H  1.189  -1.522  2.165  0.0003
C  3.238  1.235  4.378  0.0019
Cl  3.335  -0.520  3.885  0.0000
Cl  3.945  1.418  6.031  0.0000
H  3.744  1.953  3.733  0.0001
H  2.219  1.571  4.570  -0.0012
C  -0.652  5.678  -0.608  0.0015
Cl  -1.349  4.093  -0.651  0.0157
Cl  -1.370  6.609  0.733  -0.0009
H  0.434  5.587  -0.566  -0.0009
H  -0.970  6.247  -1.481  0.0003
C  -0.273  -2.010  5.184  -0.0014
Cl  -1.564  -2.421  6.264  0.0008
Cl  -0.078  -0.224  5.146  0.0004
H  0.615  -2.297  5.748  0.0006
H  -0.458  -2.469  4.214  0.0014
C  -1.357  0.398  -5.245  -0.0032
Cl  -1.084  0.125  -3.470  0.0045
Cl  -0.513  -0.787  -6.273  0.0003
H  -2.418  0.245  -5.441  0.0007
H  -1.051  1.398  -5.552  -0.0010
C  4.372  3.772  -0.132  0.0003
Cl  2.761  3.620  -0.880  -0.0010
Cl  4.542  2.539  1.158  -0.0001
H  5.172  3.665  -0.864  -0.0001
H  4.348  4.742  0.366  0.0001

The following is a DFT calculation (ωB97M-V/def2-TZVPD) of a structure of composition C26H24BBr4InN7O6S2.

Values from the calculation:
Orbital gap ... 6.61 eV
Relative energy (zero: lowest compared OMol25 entry of this formula, charge and spin) ... 17.61 kcal per mole
HOMO ... -0.1631 hartree
Net charge ... -1

Each line ends with the Löwdin charge.
Element x y z (Å)
In  0.107  0.391  0.208  0.6243
O  -1.163  -4.155  -1.519  0.1125
C  -1.333  -2.831  -1.437  -0.4730
O  -2.215  -2.331  -0.787  0.1230
C  -0.437  -2.070  -2.364  -0.1830
C  0.349  -2.677  -3.327  0.0161
C  1.122  -1.868  -4.150  -0.0245
C  1.057  -0.493  -4.009  0.0217
C  0.253  0.025  -3.004  -0.1892
N  -0.468  -0.747  -2.201  0.1278
C  0.131  1.520  -2.740  -0.6238
O  0.365  2.290  -3.667  0.0407
O  -0.268  1.828  -1.567  -0.1335
H  -1.732  -4.576  -0.863  0.1344
H  0.364  -3.754  -3.410  0.1177
H  1.763  -2.314  -4.900  0.1094
H  1.627  0.185  -4.627  0.1230
Br  2.724  -5.793  2.945  0.6609
C  1.816  -4.144  2.727  -0.7774
C  1.345  -3.453  3.828  -0.7764
Br  1.493  -4.193  5.564  0.6638
C  0.760  -2.194  3.642  -0.6399
Br  0.187  -1.152  5.116  0.7400
C  0.586  -1.624  2.383  -0.4180
O  0.082  -0.440  2.222  -0.2147
C  1.029  -2.361  1.234  -0.4181
O  0.872  -1.817  0.056  -0.1877
C  1.657  -3.592  1.445  -0.6377
Br  2.394  -4.482  -0.069  0.7632
C  -0.629  4.745  -0.621  -0.0297
N  0.722  4.463  -0.186  -0.1032
C  1.873  5.029  -0.680  -0.0410
C  2.901  4.491  0.017  -0.0688
N  2.390  3.599  0.925  -0.0276
B  3.218  2.989  2.086  -0.4466
N  3.226  1.416  2.105  0.0096
C  3.662  0.754  3.228  -0.0541
C  3.958  -0.521  2.892  -0.0330
N  3.689  -0.646  1.549  -0.0952
C  4.001  -1.795  0.730  -0.0771
C  3.219  0.541  1.091  -0.6681
S  2.652  0.787  -0.515  0.7529
C  1.061  3.564  0.769  -0.7015
S  -0.047  2.586  1.632  0.7590
H  -0.637  5.686  -1.169  0.0891
H  -1.275  4.809  0.252  0.0766
H  -0.979  3.937  -1.259  0.0745
H  1.856  5.755  -1.473  0.1154
H  3.958  4.669  -0.048  0.1134
H  4.364  3.332  1.904  0.0750
H  2.766  3.365  3.134  0.0733
H  3.723  1.251  4.179  0.1221
H  4.311  -1.346  3.486  0.1270
H  3.963  -2.692  1.342  0.0612
H  5.001  -1.690  0.301  0.1007
H  3.284  -1.863  -0.084  0.0269
C  -5.001  0.850  -1.990  -0.0192
C  -4.107  0.791  -0.799  -0.2872
C  -4.345  1.090  0.528  0.0205
C  -3.126  0.877  1.199  -0.3168
N  -2.218  0.474  0.323  0.0304
N  -2.820  0.427  -0.870  0.0491
C  -2.821  1.068  2.645  -0.0468
H  -5.936  1.340  -1.730  0.0754
H  -5.228  -0.151  -2.361  0.0795
H  -4.532  1.417  -2.796  0.0810
H  -5.277  1.409  0.963  0.1062
H  -2.259  0.115  -1.652  0.1206
H  -3.620  0.658  3.261  0.0822
H  -2.719  2.130  2.871  0.0667
H  -1.879  0.576  2.891  0.0460

The following is a DFT calculation (ωB97M-V/def2-TZVPD) of a structure of composition C31H30BrFN5O2SiTi.

Values from the calculation:
Orbital gap (spin up / spin down) ... 5.25 / 7.19 eV
2S+1 ... 2
HOMO (spin up / spin down) ... -0.2105 / -0.2854 hartree

Each line ends with the Mulliken spin population.
Element x y z (Å)
Ti  0.107  -0.801  0.273  0.4228
Br  -2.018  3.111  0.463  0.0001
C  -0.386  2.973  1.418  0.0016
C  -0.059  4.004  2.288  0.0011
C  1.147  3.920  2.960  -0.0004
C  1.971  2.832  2.729  0.0009
C  1.542  1.857  1.845  0.0014
N  0.372  1.916  1.198  0.0047
C  2.413  0.646  1.578  0.0065
O  3.586  0.669  1.876  0.0146
O  1.798  -0.334  1.003  -0.0307
H  -0.734  4.836  2.422  0.0001
H  1.438  4.699  3.653  0.0000
H  2.933  2.713  3.208  0.0001
C  -2.294  0.250  -2.584  0.0117
C  -2.805  0.068  -1.188  -0.0061
C  -4.157  0.084  -0.894  -0.0016
C  -4.561  -0.131  0.425  -0.0005
C  -3.639  -0.357  1.420  -0.0010
C  -2.275  -0.338  1.069  -0.0005
N  -1.908  -0.102  -0.215  0.0188
N  -1.191  -0.564  1.836  -0.0090
Si  -1.123  -0.551  3.581  0.0021
C  -2.204  -1.858  4.399  0.0018
C  -1.747  1.125  4.178  0.0004
C  0.661  -0.820  4.093  0.0038
H  -2.968  0.881  -3.162  0.0003
H  -2.227  -0.720  -3.085  -0.0009
H  -1.300  0.693  -2.572  -0.0014
H  -4.880  0.261  -1.678  0.0004
H  -5.618  -0.130  0.666  0.0001
H  -3.942  -0.550  2.440  -0.0001
H  -3.273  -1.662  4.286  -0.0003
H  -1.991  -1.846  5.473  0.0002
H  -2.000  -2.867  4.039  -0.0008
H  -2.641  1.436  3.629  -0.0002
H  -0.989  1.899  4.047  -0.0002
H  -2.006  1.093  5.240  0.0001
H  1.197  -1.422  3.359  -0.0016
H  0.710  -1.346  5.049  0.0000
H  1.194  0.126  4.214  0.0002
C  -1.627  -3.900  -2.271  0.0034
C  -0.849  -3.854  -3.446  0.0769
C  0.121  -2.897  -3.553  -0.0243
C  0.324  -1.983  -2.503  0.0986
N  -0.368  -2.094  -1.333  0.0482
C  -1.344  -3.027  -1.261  0.0767
C  1.161  -0.824  -2.586  0.0603
C  2.000  -0.523  -3.674  0.0054
C  2.692  0.657  -3.697  0.0488
C  2.525  1.558  -2.634  0.0169
C  1.712  1.199  -1.594  0.0426
N  1.047  0.028  -1.528  0.0324
H  -2.422  -4.622  -2.150  -0.0003
H  -1.032  -4.550  -4.254  0.0071
H  0.708  -2.808  -4.456  0.0037
H  -1.900  -3.057  -0.334  0.0265
H  2.104  -1.237  -4.478  0.0047
H  3.355  0.893  -4.519  0.0043
H  3.031  2.512  -2.617  0.0008
H  1.561  1.867  -0.760  0.0139
F  1.545  -6.481  2.512  0.0009
C  1.210  -5.257  2.043  0.0132
C  2.168  -4.503  1.397  -0.0108
C  1.817  -3.243  0.929  0.0450
C  0.530  -2.723  1.094  -0.0770
C  -0.399  -3.532  1.750  0.0460
C  -0.076  -4.797  2.230  -0.0093
H  3.170  -4.895  1.278  -0.0005
H  2.581  -2.648  0.444  0.0036
H  -1.409  -3.171  1.917  0.0033
H  -0.798  -5.413  2.751  0.0002

The following is a DFT calculation (ωB97M-V/def2-TZVPD) of the molecule C2H7NO.

Values from the calculation:
SMILES string ... CCON
Orbital gap ... 9.59 eV
Relative energy (zero: lowest compared OMol25 entry of this formula, charge and spin) ... 92.27 kcal per mole
HOMO ... -0.3121 hartree

Each line ends with the natural charge from an NBO analysis.
Element x y z (Å)
C  0.913  0.986  0.703  -0.6622
C  0.347  -0.060  -0.196  -0.0736
O  -1.062  -0.724  0.624  -0.4105
N  -2.015  -1.246  -0.117  -0.4998
H  0.066  1.629  0.722  0.2221
H  1.290  0.602  1.774  0.2243
H  1.757  1.571  0.388  0.2288
H  1.075  -0.905  -0.423  0.1750
H  -0.100  0.264  -1.016  0.1627
H  -1.750  -2.125  -0.584  0.3123
H  -2.564  -0.748  -0.869  0.3206

- What is the formula in the second record?
  C26H24BBr4InN7O6S2